[1]
Formula: C15H10Co2N2O9
Source: OMol25
Level of theory: ωB97M-V/def2-TZVPD

```
! wB97M-V def2-TZVPD RIJCOSX def2/J DEFGRID3
* xyz -2 1
C -1.90622 0.08696 -3.62471
N -2.10220 -0.72444 -2.45349
C -1.13734 -1.72478 -2.17900
O -0.16742 -1.82040 -2.95050
C -1.36253 -2.50479 -1.03294
C -2.42596 -2.27370 -0.14871
O -2.62669 -2.85997 0.93036
N -3.33112 -1.24845 -0.51492
C -4.41264 -0.96837 0.38959
C -3.20312 -0.43046 -1.64315
O -3.99956 0.47083 -1.90314
H -2.72470 0.79981 -3.67781
H -0.94754 0.60881 -3.54985
H -1.89313 -0.54648 -4.51618
H -0.65009 -3.27223 -0.78681
H -5.04924 -0.21614 -0.06857
H -4.97328 -1.88550 0.58673
H -4.00695 -0.59530 1.33644
O -0.37422 3.77495 1.90532
C 0.68476 3.31704 1.80281
Co 2.27425 2.61916 1.63193
C 2.41375 2.74045 -0.11909
O 2.43357 2.88953 -1.26672
C 3.27589 3.79596 2.46668
O 3.88830 4.61487 3.01302
C 1.76545 0.79160 2.30016
C 1.34535 -0.16209 1.39162
C 0.32947 -0.83175 0.82899
Co 3.12924 -0.04248 1.43099
C 3.21694 -0.14193 -0.33345
O 3.39580 -0.27878 -1.46682
C 3.56359 -1.74429 1.73281
O 3.84824 -2.84887 1.91298
C 4.68907 0.81240 1.85176
O 5.71513 1.24210 2.15840
H 1.46695 0.81776 3.35721
H 0.51832 -1.39818 -0.08465
H -0.66007 -0.86284 1.29270
*
```

**HOMO level**: -1.754 eV
**Calculated total energy**: -112378.740 eV
**Relative energy (zero: lowest compared OMol25 entry of this formula, charge and spin)**: 0.000 eV
**Frontier orbital gap**: 6.70 eV

Need the natural (NBO) charges? In units of e they are:
1. C -0.41
2. N -0.47
3. C 0.63
4. O -0.72
5. C -0.58
6. C 0.63
7. O -0.73
8. N -0.48
9. C -0.41
10. C 0.81
11. O -0.71
12. H 0.22
13. H 0.21
14. H 0.19
15. H 0.22
16. H 0.22
17. H 0.20
18. H 0.20
19. O -0.57
20. C 0.53
21. Co -0.02
22. C 0.43
23. O -0.57
24. C 0.42
25. O -0.59
26. C -0.54
27. C -0.10
28. C -0.51
29. Co -0.10
30. C 0.54
31. O -0.52
32. C 0.57
33. O -0.55
34. C 0.52
35. O -0.56
36. H 0.20
37. H 0.21
38. H 0.20

=====

[2]
Formula: C15H10N2S2SbSe4Tc
Source: OMol25
Level of theory: ωB97M-V/def2-TZVPD

```
! wB97M-V def2-TZVPD RIJCOSX def2/J DEFGRID3
* xyz 2 1
Tc -0.87904 -0.07634 0.99181
C -2.84980 -2.65693 -0.38148
C -2.45782 -1.85885 0.82186
C -1.37264 -2.25865 1.63771
C -1.08143 -1.61062 2.85675
C -1.81878 -0.49605 3.22806
C -2.84661 -0.02230 2.37617
C -3.17553 -0.70535 1.20013
H -3.29929 -2.03170 -1.15061
H -3.59555 -3.39451 -0.07446
H -2.00086 -3.19357 -0.80070
H -0.79564 -3.12679 1.34640
H -0.28500 -1.98048 3.48856
H -1.61890 -0.00759 4.17168
H -3.42030 0.85200 2.65501
H -3.99615 -0.36251 0.58362
S 1.35513 -0.52583 0.77337
C 1.76408 -0.04301 -0.81308
C 3.10972 0.02400 -1.23285
C 3.39658 0.35854 -2.53005
C 4.76758 0.45470 -2.94398
N 5.86897 0.55295 -3.25278
C 2.35005 0.62165 -3.46876
C 1.03966 0.55686 -3.07543
C 0.73391 0.24280 -1.73391
S -0.88022 0.09666 -1.19828
C 2.67520 0.95913 -4.82456
N 2.93133 1.22531 -5.91164
H 3.91040 -0.18600 -0.53602
H 0.24659 0.76080 -3.78260
Se -0.36467 4.99590 3.34714
Sb 1.86705 5.02430 2.17737
Se -0.55561 2.25588 1.28194
Se -0.69584 2.71010 3.54014
Se 1.97344 2.84550 1.23346
*
```

**HOMO level (spin up / spin down)**: -14.112 / -14.108 eV
**Calculated total energy**: -310474.311 eV
**Relative energy (zero: lowest compared OMol25 entry of this formula, charge and spin)**: 0.303 eV
**Frontier orbital gap (spin up / spin down)**: 4.98 / 4.98 eV

Need the natural (NBO) charges? In units of e they are:
1. Tc -0.35
2. C -0.65
3. C 0.06
4. C -0.15
5. C -0.18
6. C -0.22
7. C -0.16
8. C -0.21
9. H 0.25
10. H 0.27
11. H 0.25
12. H 0.27
13. H 0.28
14. H 0.27
15. H 0.27
16. H 0.28
17. S 0.27
18. C -0.22
19. C -0.17
20. C -0.06
21. C 0.21
22. N -0.17
23. C -0.10
24. C -0.16
25. C -0.18
26. S 0.50
27. C 0.22
28. N -0.18
29. H 0.26
30. H 0.26
31. Se -0.12
32. Sb 1.03
33. Se 0.42
34. Se 0.11
35. Se -0.23

=====

[3]
Formula: C15H11BF2IO6
Source: OMol25
Level of theory: ωB97M-V/def2-TZVPD

```
! wB97M-V def2-TZVPD RIJCOSX def2/J DEFGRID3
* xyz -1 1
C -0.87734 0.22664 2.03974
C -1.49186 -0.27320 0.72582
I -2.63956 1.25549 -0.30346
C -0.49738 -0.97070 -0.22682
C 0.28134 -0.03985 -1.14962
C 0.45967 -0.39804 -2.41534
C 1.18522 0.54689 -3.32393
O 1.95046 0.19414 -4.20101
C 0.91607 2.00470 -3.02999
C 0.82353 2.94648 -4.01754
C 0.54023 4.23781 -3.65819
C 0.34488 4.60905 -2.35811
C 0.45263 3.67058 -1.35615
C 0.73065 2.38747 -1.71889
C 0.82180 1.28971 -0.68168
O 1.32117 1.45866 0.41322
H -0.66920 1.29870 1.95220
H 0.08515 -0.24354 2.22959
H -1.58615 0.11155 2.85211
H -2.22501 -1.03615 0.98325
H 0.13825 -1.67489 0.31504
H -1.11719 -1.57996 -0.89137
H 0.08218 -1.32490 -2.83214
H 0.96675 2.66474 -5.05313
H 0.46164 5.00276 -4.42355
H 0.09423 5.63077 -2.10036
H 0.29439 3.90701 -0.31191
B 0.67609 -4.49264 4.38589
O 0.33789 -4.95568 3.00587
C -0.54923 -4.13090 2.49356
O -1.03129 -4.21460 1.39183
C -0.86358 -3.04987 3.51738
O -1.63747 -2.14036 3.35584
O -0.15231 -3.26702 4.60080
F 2.02979 -4.18091 4.47163
F 0.34356 -5.46996 5.31942
*
```

**HOMO level**: -6.879 eV
**Calculated total energy**: -42238.874 eV
**Relative energy (zero: lowest compared OMol25 entry of this formula, charge and spin)**: 0.000 eV
**Frontier orbital gap**: 8.16 eV

Need the natural (NBO) charges? In units of e they are:
1. C -0.64
2. C -0.25
3. I 0.01
4. C -0.47
5. C -0.01
6. C -0.26
7. C 0.53
8. O -0.52
9. C -0.05
10. C -0.20
11. C -0.20
12. C -0.20
13. C -0.16
14. C -0.14
15. C 0.55
16. O -0.51
17. H 0.20
18. H 0.23
19. H 0.24
20. H 0.25
21. H 0.26
22. H 0.23
23. H 0.23
24. H 0.23
25. H 0.21
26. H 0.21
27. H 0.23
28. B 1.25
29. O -0.65
30. C 0.67
31. O -0.60
32. C 0.68
33. O -0.61
34. O -0.65
35. F -0.54
36. F -0.54

=====

[4]
Formula: C15H11BrCl4IrNO6
Source: OMol25
Level of theory: ωB97M-V/def2-TZVPD

```
! wB97M-V def2-TZVPD RIJCOSX def2/J DEFGRID3
* xyz 0 1
Ir 0.44039 -0.08580 -0.34100
C 1.57329 1.93894 3.09290
C 0.52589 1.72521 2.01902
C -0.40637 2.91285 1.87139
O 1.20658 1.58159 0.72489
C -0.30306 0.46556 2.32888
O -0.83584 0.37072 3.40871
O -0.38004 -0.46461 1.40587
H 2.14446 2.84484 2.88523
H 2.25220 1.08471 3.14856
H 1.08007 2.03460 4.05748
H 0.17318 3.81679 1.68443
H -0.98079 3.03027 2.78832
H -1.10022 2.76547 1.04254
H 2.09547 1.22307 0.89382
Cl 4.32329 -5.55147 0.09787
C 3.05173 -4.45688 -0.29972
C 1.95602 -4.89020 -1.03948
Cl 1.85770 -6.52748 -1.57194
C 0.93307 -3.99554 -1.35285
Cl -0.43886 -4.48589 -2.27682
C 0.99568 -2.67386 -0.93165
O 0.02590 -1.79108 -1.23483
C 2.10649 -2.23454 -0.18926
O 2.15410 -0.94452 0.17720
C 3.12134 -3.12945 0.12135
Cl 4.46420 -2.54205 1.03241
O -4.37740 2.48883 -3.14368
C -3.39116 1.91423 -2.43819
C -3.58236 1.33563 -1.18535
C -2.50492 0.77053 -0.53976
N -1.27982 0.77372 -1.07702
C -1.12301 1.30988 -2.28651
Br 0.65818 1.13081 -2.89845
C -2.12199 1.89889 -3.01574
H -5.21547 2.43118 -2.67012
H -4.55927 1.31450 -0.72104
H -2.59019 0.29006 0.42648
H -1.94849 2.32051 -3.99395
*
```

**HOMO level**: -7.378 eV
**Calculated total energy**: -152480.215 eV
**Frontier orbital gap**: 7.00 eV

Need the natural (NBO) charges? In units of e they are:
1. Ir 1.31
2. C -0.64
3. C 0.14
4. C -0.62
5. O -0.69
6. C 0.74
7. O -0.60
8. O -0.64
9. H 0.22
10. H 0.23
11. H 0.26
12. H 0.22
13. H 0.24
14. H 0.21
15. H 0.52
16. Cl 0.04
17. C -0.10
18. C -0.10
19. Cl 0.04
20. C -0.13
21. Cl 0.03
22. C 0.28
23. O -0.69
24. C 0.21
25. O -0.74
26. C -0.10
27. Cl 0.03
28. O -0.63
29. C 0.38
30. C -0.32
31. C 0.09
32. N -0.49
33. C 0.18
34. Br 0.19
35. C -0.32
36. H 0.49
37. H 0.24
38. H 0.25
39. H 0.26

=====

[5]
Formula: C15H11N3O2
Source: OMol25
Level of theory: ωB97M-V/def2-TZVPD

```
! wB97M-V def2-TZVPD RIJCOSX def2/J DEFGRID3
* xyz 0 1
C -0.32835 -3.00886 -0.94314
N -0.96788 -1.74733 -1.25130
C -1.63267 -1.64851 -2.53361
C -0.32514 -0.62124 -0.73853
N 0.57932 -0.03868 -1.49007
C 1.32141 0.94201 -0.99108
C 2.27502 1.52936 -1.82256
C 3.06890 2.60501 -1.36340
C 2.80339 3.17528 -0.13042
C 1.80250 2.59966 0.72610
C 1.09332 1.47085 0.30243
C 0.13407 0.86157 1.11166
O -0.12856 1.36331 2.37445
C -1.10442 0.80585 3.16845
O -1.43130 1.25617 4.25396
C -1.81778 -0.37712 2.66851
C -2.78741 -1.02643 3.49196
N -3.64603 -1.55281 4.07074
C -1.55288 -0.89783 1.42749
C -0.57029 -0.20960 0.56233
H 0.58649 -3.12681 -1.59705
H -1.00611 -3.83366 -1.10229
H -0.06973 -3.04315 0.14244
H -2.00965 -2.63695 -2.83324
H -1.00371 -1.28025 -3.31449
H -2.48508 -0.97053 -2.43684
H 2.41897 1.09863 -2.79141
H 3.88140 3.07365 -1.93958
H 3.34001 4.04333 0.17829
H 1.59675 3.04221 1.70261
H -2.03456 -1.84713 1.09756
*
```

**HOMO level**: -8.810 eV
**Calculated total energy**: -24297.867 eV
**Relative energy (zero: lowest compared OMol25 entry of this formula, charge and spin)**: 0.000 eV
**Frontier orbital gap**: 7.69 eV
**Structure (SMILES)**: CN(C)c1nc2ccccc2c2oc(=O)c(C#N)cc12

Need the natural (NBO) charges? In units of e they are:
1. C -0.40
2. N -0.49
3. C -0.40
4. C 0.43
5. N -0.43
6. C 0.14
7. C -0.18
8. C -0.19
9. C -0.21
10. C -0.18
11. C -0.10
12. C 0.40
13. O -0.45
14. C 0.76
15. O -0.53
16. C -0.28
17. C 0.27
18. N -0.27
19. C -0.03
20. C -0.22
21. H 0.18
22. H 0.21
23. H 0.20
24. H 0.21
25. H 0.19
26. H 0.20
27. H 0.23
28. H 0.22
29. H 0.22
30. H 0.23
31. H 0.26

=====

[6]
Formula: C15H11N5O4S
Source: OMol25
Level of theory: ωB97M-V/def2-TZVPD

```
! wB97M-V def2-TZVPD RIJCOSX def2/J DEFGRID3
* xyz 0 1
O -3.04300 2.62753 -2.08707
C -2.50254 1.71716 -1.50653
C -2.79597 1.40554 -0.04038
O -1.65657 1.09465 0.72714
C -0.67858 2.01919 0.88892
C -0.71656 3.32063 0.38908
C 0.34486 4.17179 0.62228
C 1.44421 3.72980 1.34681
N 2.54478 4.62200 1.58451
O 2.46821 5.74526 1.13233
O 3.48479 4.19864 2.22447
C 1.49093 2.43049 1.84680
C 0.43445 1.58253 1.61822
N -1.57965 0.94071 -2.15181
C -0.91666 -0.20937 -1.81375
N 0.09840 -0.60414 -2.51587
N 0.59907 -1.75454 -2.12568
C -0.00815 -2.30054 -1.12739
C 0.36515 -3.55883 -0.53157
C 1.44359 -4.28935 -1.04020
C 1.76852 -5.49223 -0.44383
C 1.00908 -5.92419 0.63685
N -0.01137 -5.23938 1.12556
C -0.32474 -4.09285 0.55986
S -1.36223 -1.32939 -0.54223
H -3.43431 0.51738 0.01777
H -3.34500 2.25798 0.37733
H -1.56016 3.67945 -0.17768
H 0.33393 5.18336 0.24641
H 2.35705 2.11076 2.40514
H 0.43674 0.57154 1.99291
H -1.33179 1.27876 -3.07859
H 1.99364 -3.89959 -1.88246
H 2.59290 -6.08520 -0.80722
H 1.22403 -6.85902 1.13668
H -1.16704 -3.56655 0.99321
*
```

**HOMO level**: -9.104 eV
**Calculated total energy**: -42205.866 eV
**Frontier orbital gap**: 8.61 eV
**Structure (SMILES)**: O=C(COc1ccc([N+](=O)[O-])cc1)Nc1nnc(-c2cccnc2)s1

Need the natural (NBO) charges? In units of e they are:
1. O -0.56
2. C 0.66
3. C -0.18
4. O -0.51
5. C 0.41
6. C -0.34
7. C -0.14
8. C -0.02
9. N 0.53
10. O -0.38
11. O -0.38
12. C -0.15
13. C -0.29
14. N -0.62
15. C 0.21
16. N -0.29
17. N -0.24
18. C 0.05
19. C -0.16
20. C -0.12
21. C -0.25
22. C 0.05
23. N -0.41
24. C 0.06
25. S 0.35
26. H 0.23
27. H 0.22
28. H 0.24
29. H 0.25
30. H 0.25
31. H 0.23
32. H 0.44
33. H 0.24
34. H 0.23
35. H 0.20
36. H 0.19

=====

[7]
Formula: C15H11N5PdS5
Source: OMol25
Level of theory: ωB97M-V/def2-TZVPD

```
! wB97M-V def2-TZVPD RIJCOSX def2/J DEFGRID3
* xyz -2 1
Pd -0.12504 -0.56010 2.12175
S -1.26367 0.15442 0.03470
C -1.29270 1.87520 0.28049
C -2.27952 2.62692 -0.36214
C -2.37425 4.00975 -0.24045
C -3.40062 4.72116 -0.93881
N -4.22374 5.29567 -1.50590
C -1.44573 4.68375 0.57018
C -0.46253 3.94926 1.22415
C -0.34319 2.55943 1.10476
S 0.95422 1.74489 1.91624
C -1.49088 6.10599 0.72929
N -1.50922 7.25013 0.86825
H -2.99766 2.10578 -0.98244
H 0.24924 4.46953 1.85196
S -1.12803 -1.31799 4.17487
C -1.15372 -2.23012 2.71929
N -0.35938 -3.42530 2.58734
C -0.45779 -3.88628 1.21067
C -1.95480 -3.97647 0.92373
S -2.70104 -2.60280 1.85550
H 0.59541 -3.20026 2.84468
H 0.02643 -4.86057 1.10851
H 0.01536 -3.18536 0.51045
H -2.36490 -4.92488 1.27514
H -2.16560 -3.86667 -0.14036
S 2.73987 -1.88615 1.50849
C 2.97319 -1.16236 0.02646
N 1.99878 -0.33236 -0.47404
C 2.10029 0.34801 -1.61004
C 3.22431 0.20686 -2.37737
C 4.19358 -0.66911 -1.86511
N 4.09978 -1.32794 -0.73698
H 1.15196 -0.16994 0.11095
H 1.24586 0.97531 -1.83354
H 3.35990 0.73734 -3.30657
H 5.10980 -0.83519 -2.42898
*
```

**HOMO level**: -0.887 eV
**Calculated total energy**: -80843.011 eV
**Relative energy (zero: lowest compared OMol25 entry of this formula, charge and spin)**: 0.000 eV
**Frontier orbital gap**: 5.38 eV

Need the natural (NBO) charges? In units of e they are:
1. Pd 0.33
2. S -0.37
3. C -0.18
4. C -0.20
5. C -0.15
6. C 0.32
7. N -0.41
8. C -0.22
9. C -0.20
10. C -0.16
11. S -0.38
12. C 0.32
13. N -0.40
14. H 0.22
15. H 0.22
16. S -0.28
17. C -0.26
18. N -0.68
19. C -0.23
20. C -0.54
21. S 0.20
22. H 0.39
23. H 0.18
24. H 0.19
25. H 0.19
26. H 0.21
27. S -0.23
28. C 0.23
29. N -0.58
30. C 0.14
31. C -0.40
32. C 0.11
33. N -0.48
34. H 0.48
35. H 0.24
36. H 0.22
37. H 0.17

=====

[8]
Formula: C15H12BCl2N3O4
Source: OMol25
Level of theory: ωB97M-V/def2-TZVPD

```
! wB97M-V def2-TZVPD RIJCOSX def2/J DEFGRID3
* xyz 0 1
C -2.59431 -1.00060 -2.73073
C -1.91904 0.10567 -2.05787
N -2.57372 1.16013 -1.64482
C -1.64424 1.98963 -1.06318
C -1.80616 3.22210 -0.39118
N -3.16162 3.76932 -0.18946
O -3.78953 4.20113 -1.17485
O -3.63202 3.74630 0.96313
C -0.67643 3.85813 0.08196
Cl -0.87873 5.33683 0.94311
C 0.57124 3.22347 0.07487
Cl 1.98189 4.03497 0.74457
C 0.72841 2.03748 -0.58838
C -0.37669 1.41799 -1.19837
N -0.55677 0.24028 -1.88772
C 0.48145 -0.78771 -1.95443
C 0.80708 -1.26486 -0.59563
C 2.13414 -1.59319 -0.33907
C 2.52082 -2.14417 0.85453
C 1.58115 -2.32847 1.82320
B 2.17540 -2.75172 3.18907
O 1.31611 -2.75175 4.29738
O 3.55420 -2.90948 3.31546
C 0.26311 -2.01548 1.60913
C -0.13159 -1.51935 0.40145
H -2.31465 -1.94047 -2.28616
H -2.40232 -0.96221 -3.79458
H -3.66857 -0.91008 -2.57633
H 1.73198 1.68597 -0.68534
H 0.06161 -1.61178 -2.56068
H 1.37013 -0.44138 -2.46847
H 2.87003 -1.46437 -1.09608
H 3.56125 -2.34615 1.02238
H 1.84436 -2.81760 5.12282
H 4.10587 -3.12581 4.08574
H -0.37326 -2.11106 2.44925
H -1.16057 -1.23169 0.30528
*
```

**HOMO level**: -8.980 eV
**Calculated total energy**: -54131.610 eV
**Relative energy (zero: lowest compared OMol25 entry of this formula, charge and spin)**: 0.048 eV
**Frontier orbital gap**: 8.91 eV
**Structure (SMILES)**: Cc1nc2c([N+](=O)[O-])c(Cl)c(Cl)cc2n1Cc1ccc(B(O)O)cc1

Need the natural (NBO) charges? In units of e they are:
1. C -0.67
2. C 0.42
3. N -0.46
4. C 0.10
5. C 0.05
6. N 0.51
7. O -0.34
8. O -0.34
9. C -0.07
10. Cl 0.06
11. C -0.05
12. Cl 0.02
13. C -0.24
14. C 0.17
15. N -0.37
16. C -0.23
17. C -0.05
18. C -0.21
19. C -0.16
20. C -0.40
21. B 1.12
22. O -0.89
23. O -0.93
24. C -0.16
25. C -0.18
26. H 0.23
27. H 0.24
28. H 0.26
29. H 0.24
30. H 0.23
31. H 0.22
32. H 0.20
33. H 0.23
34. H 0.48
35. H 0.51
36. H 0.23
37. H 0.21

=====

- What is the formula in the second record?
  C15H10N2S2SbSe4Tc